Formula: C6H10O
Source: the OMol25 dataset
Level of theory: wB97M-V/def2-TZVPD

Atoms and positions in Å:
O: -0.4734 1.2412 0.3026
C: 0.7452 1.4807 -0.3258
C: 0.4540 -0.8416 -0.1100
C: -2.1719 -0.4776 0.1316
C: -0.7927 0.0129 -0.2734
C: 1.3601 -0.6553 1.0717
C: 1.5596 0.2152 -0.1352
H: -2.2944 -0.7513 1.1914
H: -0.6313 0.3754 -1.5167
H: 2.1103 -1.4386 1.1748
H: 0.4812 -1.7609 -0.6879
H: 0.3604 1.3341 -1.5346
H: -2.9040 0.3039 -0.0922
H: -2.4119 -1.3641 -0.4597
H: 1.0041 -0.2663 2.0194
H: 1.1404 2.4614 -0.0261
H: 2.4642 0.1310 -0.7298

Calculated values
2S+1: 1
Highest occupied orbital energy: -9.94 eV
Energy above the lowest of the compared OMol25 structures with the same formula, charge and spin: 2.235 eV
Frontier orbital gap: 11.09 eV
Total charge: 0
SMILES: C[C@H]1OC[C@H]2C[C@H]21



Formula: C12H24O3
Source: the OMol25 dataset
Level of theory: wB97M-V/def2-TZVPD

Atoms and positions in Å:
O: -3.0152 -1.8752 -2.9195
O: -3.0028 -3.2893 -1.1139
O: -3.4318 -1.0561 -0.8618
C: 0.9892 1.6062 -1.5164
C: -0.8499 1.7327 1.5189
C: 2.9874 -0.9660 0.3922
C: -3.0001 -1.1606 0.5025
C: 2.2685 0.7718 -1.3723
C: -2.9050 0.2417 1.0575
C: 2.6733 -2.3655 0.9261
C: -1.6847 0.9782 0.4712
C: 2.0364 -0.6113 -0.7406
C: 0.7197 2.5637 -0.3648
C: -3.0921 -2.0523 -1.7032
C: 0.5882 1.9544 1.0396
H: 3.2852 -2.6020 1.7862
H: 1.6280 -2.4031 1.2171
H: -1.9824 1.6579 -0.3129
H: 3.0621 1.3132 -0.8681
H: -3.6888 -1.7653 1.0848
H: -1.0199 0.2246 0.0655
H: -3.7966 0.7688 0.7404
H: 2.6218 0.5912 -2.3824
H: 2.8624 -0.2770 1.2208
H: 1.1587 1.0406 1.1424
H: 1.5535 3.2586 -0.3434
H: 0.1668 0.9292 -1.7199
H: -1.3053 2.6838 1.7663
H: 1.0276 2.6718 1.7281
H: -0.8114 1.0863 2.3903
H: 1.0980 2.2184 -2.4074
H: 2.1044 -1.3993 -1.4845
H: -2.8515 0.1579 2.1356
H: -2.0266 -1.6376 0.5555
H: 1.0266 -0.6562 -0.3394
H: 2.8323 -3.0988 0.1442
H: -2.0804 -3.4648 -0.9238
H: 4.0183 -0.9328 0.0581
H: -0.1638 3.1623 -0.5688

Calculated values
2S+1: 1
Highest occupied orbital energy: -10.71 eV
Energy above the lowest of the compared OMol25 structures with the same formula, charge and spin: 0.000 eV
Frontier orbital gap: 11.07 eV
Total charge: 0
SMILES: CCCCCCCCCCCOC(=O)O



Formula: C5H10HgO4
Source: the OMol25 dataset
Level of theory: wB97M-V/def2-TZVPD

Atoms and positions in Å:
Hg: -4.7375 2.5914 -0.0593
O: -1.9946 -0.6210 -0.2917
O: 0.9058 -1.4568 -0.2193
O: -3.2183 0.7657 0.9978
O: -3.4029 0.8136 -1.2032
C: -1.2933 -1.0625 0.8677
C: -2.9114 0.3454 -0.1456
C: -0.2797 -2.0983 0.4648
C: 2.3953 1.9515 -0.4080
C: 3.0236 0.6528 -0.7740
H: 2.0739 1.9642 0.6499
H: -0.7343 -2.8434 -0.2067
H: 1.5066 2.1604 -1.0195
H: -0.7972 -0.2056 1.3488
H: 0.0631 -2.6223 1.3712
H: 3.1042 2.7874 -0.5245
H: -2.0030 -1.4987 1.5857
H: 3.1154 0.3638 -1.8237
H: 3.7150 0.1782 -0.0726
H: 1.4695 -2.1659 -0.5379

Calculated values
2S+1: 3
Highest occupied orbital energy (alpha / beta): -7.57 / -9.57 eV
Energy above the lowest of the compared OMol25 structures with the same formula, charge and spin: 0.390 eV
Frontier orbital gap (alpha / beta): 7.73 / 6.29 eV
<S²>: 2.009
Total charge: 0



Formula: C30H82N6O9
Source: the OMol25 dataset
Level of theory: wB97M-V/def2-TZVPD

Atoms and positions in Å:
O: 5.4839 9.5734 13.8772
O: 0.0878 5.1093 11.8129
O: 10.2932 5.6118 10.5437
O: 5.8025 0.3677 16.3861
O: 8.4425 9.9758 9.7095
O: 6.5133 0.5919 9.2321
O: 3.7812 6.7021 18.0665
O: -1.5601 6.5784 17.3910
O: 4.4194 6.5364 13.0056
N: 9.4597 12.2526 6.9022
N: 0.9622 5.0268 8.8664
N: 3.2061 -1.8613 17.6588
N: 9.3415 2.8067 8.9864
N: 1.3017 5.5102 17.0558
N: 9.1186 3.5926 12.4792
C: 4.4866 -0.0247 16.6507
C: 10.2393 4.4431 12.7565
C: 6.9838 9.3129 15.6608
C: 8.9276 11.2593 9.1074
C: 10.9743 4.7830 11.4904
C: -1.2380 5.1263 17.2210
C: -1.1447 7.0790 18.7138
C: 5.6524 6.1222 12.5803
C: 9.9067 6.8514 11.1366
C: 4.1285 7.8396 18.7343
C: 5.6294 4.7272 12.1431
C: 7.9545 2.4275 9.0827
C: 7.8174 10.1869 10.9485
C: 4.8875 -2.6305 16.1712
C: 11.1713 3.8251 13.7174
C: 0.9761 4.3829 12.6860
C: 5.8810 1.8046 15.9114
C: 7.8708 0.9324 9.0851
C: 1.7621 5.4698 9.9768
C: 9.3769 11.0141 7.6446
C: 4.4939 -1.5277 17.1596
C: 7.2655 3.1276 7.8506
C: 5.6758 9.8691 15.2597
C: 10.7903 10.4607 7.5154
C: 3.2622 6.7986 16.7230
C: 0.7689 6.0796 11.0374
C: 6.3374 -0.8383 9.3721
C: 2.4627 5.6142 16.1875
C: 2.6387 6.4588 9.2540
C: 0.0625 4.9591 16.3937
H: 10.0820 12.9918 7.1962
H: 8.4530 0.4397 9.8638
H: 7.7948 9.7599 15.0859
H: -0.2430 5.3574 15.4262
H: 3.2379 6.1019 8.4163
H: 11.3227 3.9443 10.8876
H: 2.7860 7.7352 16.4328
H: 4.1431 -2.7086 15.3788
H: 0.9957 6.4021 17.4177
H: 7.5081 2.7868 10.0100
H: 9.7101 11.6695 9.7459
H: 5.2148 7.9095 18.7922
H: 4.9710 4.6375 11.2791
H: 3.2501 6.9529 10.0092
H: 2.9592 4.6469 16.1113
H: 7.5828 2.6133 6.9435
H: 1.2227 6.7847 11.7337
H: 6.2668 6.1498 13.4802
H: -2.0692 4.6415 16.7090
H: 0.7891 5.8668 8.3330
H: 2.0876 5.8859 15.2008
H: 6.9024 -1.2681 10.1992
H: 2.0368 7.2546 8.8152
H: 6.8965 10.7592 10.8366
H: 3.6342 7.7438 19.7011
H: -1.8053 6.6776 19.4823
H: 6.0416 6.8431 11.8613
H: 10.9187 9.6105 8.1852
H: 6.9826 8.2292 15.5435
H: 5.7041 10.9575 15.2075
H: 0.3413 3.9367 16.1385
H: 0.1377 6.7092 10.4102
H: 2.9491 -1.0693 18.2305
H: 3.7340 8.6945 18.1851
H: 4.6673 10.0329 13.6686
H: 5.3098 -1.1849 9.4820
H: 8.3536 10.8335 11.6431
H: 8.5988 10.4973 7.0828
H: 4.4803 7.4736 13.2044
H: 9.7073 7.5807 10.3514
H: 11.6322 4.6127 14.3136
H: 8.5699 12.7288 6.8617
H: -1.1204 8.1687 18.7098
H: 7.3994 9.3724 11.5401
H: 7.4028 4.2061 7.7723
H: 8.2371 0.6529 8.0973
H: 1.5434 3.7081 12.0449
H: 11.9604 5.1382 11.7896
H: 0.4878 3.6645 13.3444
H: 5.3002 4.1740 13.0227
H: 11.5192 11.1340 7.9665
H: 8.5798 3.4865 13.3269
H: 8.5710 3.9349 11.7027
H: 9.6450 2.5592 9.9174
H: 5.0925 -3.6260 16.5649
H: 5.1893 -1.5744 17.9977
H: 7.1852 9.3544 16.7313
H: 9.3322 3.8095 9.1067
H: 11.7994 3.0616 13.2586
H: 6.2115 2.8500 7.8377
H: 5.9147 -2.3980 15.8902
H: 4.7926 9.5781 15.8284
H: 11.1813 10.1685 6.5408
H: 6.5658 4.3032 11.7806
H: -0.0919 6.8256 18.8378
H: 8.0927 11.9564 9.1777
H: 6.7212 -1.3177 8.4716
H: 6.9452 2.0193 15.8139
H: 5.3371 2.0351 14.9954
H: 2.3741 4.6199 10.2791
H: 0.0835 4.7647 9.2899
H: 10.7301 7.2982 11.6937
H: 5.5141 2.5082 16.6588
H: 1.5922 5.0407 13.2991
H: 9.0324 6.8776 11.7869
H: 4.1559 6.8261 16.0996
H: 4.1795 0.6416 17.4568
H: 3.8647 0.1751 15.7782
H: 10.6268 3.3671 14.5432
H: -1.0959 4.5937 18.1614
H: 3.2666 -2.6424 18.2963
H: 9.8395 5.3580 13.1937

Calculated values
2S+1: 1
Highest occupied orbital energy: -8.86 eV
Energy above the lowest of the compared OMol25 structures with the same formula, charge and spin: 3.417 eV
Frontier orbital gap: 9.01 eV
Total charge: 0
SMILES: COC[C@H](C)N.COC[C@H](C)N.COC[C@H](C)N.COC[C@H](C)N.COC[C@H](C)N.COCCNCCOC.CCO.CCO



Formula: C25H29IrN3SSb2
Source: the OMol25 dataset
Level of theory: wB97M-V/def2-TZVPD

Atoms and positions in Å:
Ir: -0.8027 -0.9657 -0.1503
Sb: -0.1309 1.3535 0.6210
Sb: 1.0623 -1.3344 -1.9544
S: -3.3218 -0.2507 -4.1586
N: -2.2241 -0.8904 1.4612
N: -1.8814 -0.4788 -1.7996
N: -1.8286 -1.2814 2.5776
C: -0.5145 -1.7142 2.6199
C: -5.6112 0.0339 0.2490
C: 1.5626 -2.1141 1.5563
C: -2.4955 -0.3912 -2.8077
C: 3.0404 -1.9673 -1.5745
C: 3.2760 2.8095 -0.7007
C: 3.7804 1.0664 -2.7705
C: 0.4604 -2.7115 -3.4461
C: 4.8357 1.7054 -2.1431
C: -4.3011 -0.4218 0.2627
C: -1.9507 2.4368 0.7692
C: -5.4677 0.5108 2.5993
C: 1.2710 -2.6396 3.9097
C: -3.5826 -0.4130 1.4467
C: 2.0582 -2.5996 2.7678
C: 4.5830 2.5758 -1.0922
C: -6.1946 0.5071 1.4138
C: 2.4616 1.2732 -2.3685
C: -0.0359 -2.1918 3.8369
C: 0.2543 -1.6591 1.4390
C: 2.2036 2.1714 -1.3246
C: 1.3703 0.4915 -3.0358
C: 0.8134 2.5335 -0.9009
C: -4.1649 0.0480 2.6262
C: 1.3467 1.2950 2.1333
H: 1.6326 0.2205 -4.0580
H: 2.2353 -2.0998 0.7143
H: 1.1999 -2.6661 -4.2441
H: -5.9200 0.8753 3.5115
H: 3.0820 -2.9484 2.8143
H: -2.6291 2.0339 1.5140
H: 0.8231 3.5135 -0.4155
H: 0.4108 1.0075 -3.0538
H: -6.1787 0.0080 -0.6713
H: 1.6709 -3.0193 4.8392
H: 2.1818 0.8085 1.6313
H: -2.3715 2.3235 -0.2293
H: 5.3965 3.0902 -0.5996
H: -7.2150 0.8646 1.4037
H: 3.5460 -1.2868 -0.8931
H: 0.1017 2.5977 -1.7248
H: -0.6963 -2.2128 4.6936
H: 1.0295 0.7207 2.9980
H: -1.7204 3.4800 0.9763
H: -0.5188 -2.4488 -3.8408
H: 3.0367 -2.9790 -1.1747
H: 1.6063 2.3153 2.4095
H: 3.9793 0.4039 -3.6055
H: 0.4259 -3.7202 -3.0400
H: -3.6012 0.0489 3.5482
H: 3.0790 3.5291 0.0863
H: -3.8626 -0.8225 -0.6365
H: 3.5560 -1.9614 -2.5339
H: 5.8489 1.5369 -2.4815

Calculated values
2S+1: 2
Highest occupied orbital energy (alpha / beta): -14.09 / -14.08 eV
Energy above the lowest of the compared OMol25 structures with the same formula, charge and spin: 0.000 eV
Frontier orbital gap (alpha / beta): 6.44 / 4.57 eV
<S²>: 0.775
Total charge: +2



Formula: C2H8NO3
Source: the OMol25 dataset
Level of theory: wB97M-V/def2-TZVPD

Atoms and positions in Å:
O: -1.5317 1.2636 -0.6406
O: 0.5801 1.7963 -0.4285
O: -0.1372 0.7524 -2.3198
N: 0.1266 -0.7100 0.0046
C: -0.3324 1.0436 -1.0821
C: 0.0842 -0.3065 1.3484
H: -1.5366 1.6094 0.3466
H: -0.8292 0.3439 -2.8373
H: 0.6441 -0.8366 2.0847
H: 1.1561 -0.8597 -0.2597
H: -0.9315 -0.4052 1.6333
H: 0.2599 0.8363 1.4387
H: -0.4973 -1.4033 -0.2474
H: 1.4418 1.7267 -0.8688

Calculated values
2S+1: 1
Highest occupied orbital energy: -15.23 eV
Energy above the lowest of the compared OMol25 structures with the same formula, charge and spin: 1.884 eV
Frontier orbital gap: 11.73 eV
Total charge: +1



Formula: C3H4O2S2
Source: the OMol25 dataset
Level of theory: wB97M-V/def2-TZVPD

Atoms and positions in Å:
S: 2.4506 0.5053 -2.1880
S: 1.5294 0.4552 0.6332
O: -1.2770 0.4343 0.3201
O: 0.2580 -0.4597 -1.4119
C: 1.4079 0.1265 -1.0526
C: -0.2301 0.5968 1.2802
C: -0.9175 -0.6975 -0.4872
H: -0.3806 -0.1703 1.9787
H: -0.7952 -1.6460 0.3073
H: -0.4032 1.6571 1.7822
H: -1.6423 -0.8016 -1.1620

Calculated values
2S+1: 1
Highest occupied orbital energy: -8.88 eV
Energy above the lowest of the compared OMol25 structures with the same formula, charge and spin: 2.068 eV
Frontier orbital gap: 9.17 eV
Total charge: 0
SMILES: S=C1OCOCS1



Formula: C52H78O39
Source: the OMol25 dataset
Level of theory: wB97M-V/def2-TZVPD

Atoms and positions in Å:
O: -0.9520 -7.5749 1.2098
O: 3.4428 -5.6815 -1.3520
O: -1.5652 0.5366 6.1677
O: 1.1763 5.1312 -4.6658
O: 8.5231 -1.6809 -1.6530
O: -0.9345 1.0831 -0.6242
O: -0.9119 -0.2245 1.1423
O: -3.1164 3.2822 -3.0285
O: -1.7507 -0.7746 -4.3709
O: -5.0457 -2.1418 4.8105
O: -3.5960 -1.6790 -3.5596
O: -3.6543 -0.3121 -5.4043
O: -6.5316 -0.6883 3.9586
O: -2.7072 1.7755 4.7524
O: -0.2021 4.4881 -0.3722
O: 1.9418 -0.9754 3.7983
O: 3.9487 -3.7808 -0.3638
O: -4.4472 -0.6331 3.2620
O: 1.9182 -1.1740 -1.5489
O: -0.7071 3.7757 1.6720
O: -4.8225 4.6489 -3.5225
O: -2.2769 4.7298 0.4287
O: 5.2484 2.8332 -0.7072
O: 2.3005 -0.0109 -3.4019
O: -2.8656 0.3582 0.2648
O: 3.1663 -2.5462 2.7399
O: 3.7822 1.5121 0.3450
O: -2.7100 5.4471 -3.0337
O: 5.5143 -4.8129 -1.5687
O: 0.2540 3.2887 -5.4642
O: -2.6881 -7.3329 2.5344
O: 1.6574 4.5136 -6.7664
O: 7.0919 0.0742 -1.5617
O: 2.1646 -2.1957 -3.5574
O: 4.0297 -1.2784 4.3596
O: 3.2216 2.4605 -1.6380
O: -1.2685 0.2252 3.9585
O: -2.7067 -8.9654 0.9891
O: 6.6809 -1.7516 -0.4159
C: -1.2774 -1.4327 -3.2327
C: -0.9886 4.4046 0.5214
C: 5.0686 -0.9384 1.1847
C: 3.0715 0.7285 -5.5775
C: -0.5199 -6.6834 2.2028
C: -1.7825 0.7955 4.8692
C: 2.1513 -5.2149 -0.8665
C: 0.4517 0.6635 -0.5241
C: 4.0815 2.9686 -2.6992
C: -2.9322 4.4053 1.6219
C: -1.9115 3.6449 2.4775
C: -3.5044 4.5795 -3.1930
C: 4.3696 -4.7444 -1.2158
C: -0.4198 3.5696 -4.2168
C: -0.4194 2.2476 -3.5076
C: -4.3866 2.8138 6.0945
C: -7.3162 1.4629 3.3221
C: 7.5163 -1.1570 -1.2755
C: -2.5789 1.1246 6.9850
C: 6.5542 3.2891 -2.6725
C: 0.3704 4.6948 -3.5491
C: 2.1911 -0.2921 -4.8322
C: -2.1696 -8.0395 1.5047
C: -4.1858 2.3937 -3.3968
C: 3.0533 -1.6650 3.5292
C: 3.5379 -0.4061 5.4246
C: -1.7723 -6.3115 2.9526
C: 0.8552 -1.6756 0.6088
C: -5.2985 -1.2098 4.1110
C: -2.5663 -3.6323 -2.7163
C: -1.6563 0.4262 0.2512
C: 0.4821 -0.2046 0.7288
C: 5.4521 -1.0452 -0.3309
C: 2.6133 -4.0732 0.0364
C: -4.4624 1.4071 -2.2419
C: 2.0872 -0.1262 4.8713
C: -2.9509 2.3157 6.0756
C: 2.5566 -1.7881 -4.8672
C: -5.0768 0.4632 2.5630
C: -6.5421 0.2396 2.8733
C: 4.4285 0.7513 5.5692
C: 2.1010 -1.1371 -2.7361
C: 1.3919 -6.3954 -0.2936
C: 5.7612 0.2252 -1.1173
C: 0.2081 -5.4443 1.7115
C: 5.2643 3.5500 -1.9443
C: 4.0416 2.2632 -0.5370
C: -4.2648 3.6537 1.3301
C: -3.0832 -0.9308 -4.5632
C: -2.5151 -2.1068 -2.6849
C: -5.3180 3.3529 -3.7758
C: 1.0857 4.3370 -5.7373
H: 5.3952 0.5301 6.0219
H: 2.8282 0.5417 -6.6250
H: -4.7493 1.3404 3.1248
H: 3.5202 3.7243 -3.2486
H: 1.4495 -0.3275 5.7331
H: 0.8217 -5.9190 0.5097
H: 0.1329 -7.2105 2.9089
H: 3.0112 1.7160 -5.1366
H: -4.5199 3.7285 6.6728
H: -2.0794 2.5741 2.5470
H: 1.9586 -2.2969 -5.6206
H: -3.5313 1.0262 -1.8335
H: 5.0674 0.2308 -1.9607
H: -4.1349 2.5847 1.1512
H: 0.5605 0.0893 -1.4441
H: -5.0009 3.7966 2.1288
H: -3.4516 0.4978 7.1596
H: 5.8084 -0.2844 1.6456
H: 0.4520 -2.1204 -0.3057
H: -1.6499 -6.1686 4.0217
H: 1.2714 -5.4771 1.4841
H: -5.0688 2.1053 6.5719
H: 0.0041 -4.6374 2.4192
H: 1.0690 4.2930 -2.8142
H: 1.1732 -0.1599 -5.2007
H: -1.7570 4.1554 3.4241
H: -7.1539 -0.1938 2.0781
H: 2.5375 -4.3978 1.0780
H: -2.2927 -3.9515 -3.7254
H: -2.8018 -1.7443 -1.6953
H: 0.5381 1.9390 -3.0820
H: 3.9222 1.4529 6.2445
H: 2.0299 -3.1714 -0.1412
H: 0.9856 0.2826 1.5659
H: -4.8605 4.0711 0.5139
H: -4.9819 0.5114 -2.5914
H: 0.6335 -6.6331 -1.0371
H: -0.7782 1.4199 -4.1200
H: -4.7913 2.9752 5.0966
H: -0.2787 5.4366 -3.0965
H: 2.1034 -7.1761 -0.0548
H: 1.6657 -4.7431 -1.7280
H: 1.1682 1.4719 -0.4150
H: 1.9800 0.9304 4.6154
H: 3.3784 -0.9985 6.3246
H: 6.5583 2.3041 -3.1436
H: 6.6155 4.0505 -3.4520
H: -2.1955 3.0665 6.3157
H: -6.9352 2.3743 2.8418
H: 0.4298 -2.1560 1.4840
H: -1.7211 -4.0240 -2.1396
H: -5.6944 3.1741 -4.7862
H: -1.1298 2.2477 -2.6717
H: 4.0282 -0.6208 1.1860
H: 5.1803 -1.9181 1.6430
H: -1.4015 3.9855 -4.4548
H: -3.7208 1.9036 -4.2548
H: -3.3686 5.3050 2.0652
H: -2.0719 -5.3429 2.5391
H: -2.0851 1.5458 7.8551
H: 3.6082 -2.0660 -4.9538
H: -4.8429 0.4977 1.5054
H: -5.1034 1.8951 -1.5085
H: 4.2685 2.1233 -3.3620
H: -0.5512 -2.2212 -3.4630
H: -7.2103 1.7349 4.3731
H: 4.1168 0.4031 -5.5785
H: -6.2309 3.1950 -3.1925
H: 4.5879 -1.5232 -0.7922
H: 7.4412 3.2412 -2.0419
H: 5.6512 1.1054 -0.4804
H: 1.9367 -1.7343 0.4805
H: -3.5030 -4.0403 -2.3553
H: 4.6296 1.3602 4.6873
H: -0.7803 -0.7467 -2.5435
H: -8.3647 1.4368 3.0316
H: -0.2497 -5.0386 0.8015
H: 5.0746 4.6023 -1.7277

Calculated values
2S+1: 1
Highest occupied orbital energy: -9.91 eV
Energy above the lowest of the compared OMol25 structures with the same formula, charge and spin: 7.924 eV
Frontier orbital gap: 9.79 eV
Total charge: 0



Q: The highest total charge belongs to which entry?
A: C25H29IrN3SSb2



Q: 2S+1 of number 8 (C52H78O39)?
A: 1



Q: 2S+1 of number 7 (C3H4O2S2)?
A: 1